[1]
Computed, not measured: C28H49CoN2OP3Se as an isolated structure, with wB97M-V/def2-TZVPD.

```
85
Properties=species:S:1:pos:R:3:forces:R:3
Co 0.075 1.855 0.234 2.318 -3.040 -1.414
P 1.085 0.814 1.980 0.399 -0.280 1.399
P -1.870 1.514 0.843 -3.027 0.064 1.330
P 0.902 3.746 0.512 0.988 2.677 0.833
H 0.036 0.371 -2.051 0.430 0.277 0.005
C 0.878 0.958 -1.655 1.467 -0.743 0.662
C 1.794 0.323 -0.807 -1.186 0.822 -1.912
H 1.695 -0.760 -0.661 -0.085 0.735 0.444
C 1.065 -1.015 2.137 0.095 -0.194 -0.133
C 0.494 1.203 3.690 0.091 0.069 -0.043
C 2.882 1.117 2.214 0.070 -0.119 0.048
C -3.167 1.923 -0.380 0.045 0.032 -0.218
C -2.333 -0.209 1.283 -0.143 -0.222 -0.113
C -2.476 2.467 2.299 -0.099 0.069 0.015
C 2.611 3.865 -0.151 -0.028 0.102 -0.061
C 1.088 4.446 2.208 -0.064 0.103 -0.069
C 0.026 5.113 -0.329 0.015 0.064 -0.179
H 1.222 1.867 -2.182 -0.309 -0.566 0.340
H 2.773 0.790 -0.662 -0.433 -0.150 0.143
H 1.405 -1.488 1.212 -0.068 0.025 0.316
H 0.061 -1.387 2.368 0.173 0.127 -0.082
H 1.736 -1.314 2.952 -0.161 0.071 -0.123
H -0.480 0.737 3.885 0.224 0.124 -0.088
H 0.416 2.283 3.863 -0.017 -0.273 -0.052
H 1.216 0.789 4.410 -0.222 0.114 -0.201
H 3.435 0.810 1.321 -0.004 0.092 0.270
H 3.226 0.514 3.067 -0.026 0.216 -0.227
H 3.097 2.171 2.425 -0.069 -0.274 -0.063
H -4.179 1.748 0.004 0.215 0.037 -0.085
H -3.008 1.323 -1.281 -0.151 -0.057 0.051
H -3.070 2.973 -0.675 -0.128 -0.069 0.170
H -3.425 -0.340 1.276 0.275 0.108 0.052
H -1.958 -0.495 2.273 -0.053 0.193 -0.203
H -1.900 -0.898 0.547 -0.056 0.083 0.090
H -3.573 2.431 2.365 0.314 -0.067 -0.021
H -2.175 3.517 2.204 -0.077 -0.198 -0.043
H -2.057 2.089 3.238 -0.078 0.046 -0.270
H 2.938 4.914 -0.195 -0.021 -0.335 0.016
H 2.644 3.435 -1.161 0.035 0.180 0.124
H 3.308 3.291 0.474 -0.194 0.206 -0.130
H 1.394 5.502 2.163 -0.041 -0.344 -0.024
H 1.829 3.892 2.796 -0.128 0.122 -0.193
H 0.132 4.390 2.743 0.139 0.043 -0.147
H 0.552 6.073 -0.211 -0.218 -0.290 -0.099
H -0.989 5.191 0.080 0.216 0.069 -0.019
H -0.077 4.871 -1.401 0.223 0.319 0.426
C -0.693 3.357 -4.836 0.174 -0.579 1.180
C 0.468 2.625 -5.125 0.791 -0.319 -0.925
C 1.008 2.636 -6.416 -0.195 -0.129 0.812
C 0.385 3.366 -7.440 -0.132 0.069 0.192
C -0.778 4.105 -7.156 -0.247 -0.032 0.557
C -1.317 4.096 -5.866 -0.431 0.603 -0.355
Se -1.348 3.365 -3.010 -0.214 -0.102 -1.290
H -0.672 2.230 -2.150 -0.307 1.100 -1.223
H 0.945 2.062 -4.333 0.099 -0.047 -0.179
H 1.917 2.076 -6.624 -0.200 0.097 0.059
H 0.801 3.363 -8.453 -0.166 0.017 0.443
H -1.253 4.685 -7.953 0.081 -0.225 0.427
H -2.219 4.670 -5.646 0.237 -0.133 -0.141
C -1.373 -6.643 1.052 -0.309 -0.532 0.517
N -1.313 -5.354 0.381 1.931 -0.044 0.263
N -0.214 -4.575 0.454 -0.110 -0.584 0.945
C -0.311 -3.537 -0.487 0.906 1.178 -0.459
O 0.537 -2.630 -0.599 -1.561 -1.597 0.171
C -1.534 -3.817 -1.177 -0.483 0.106 -0.429
C -2.094 -4.947 -0.647 -0.495 0.825 -0.705
C -3.327 -5.667 -1.037 -0.677 -0.143 -0.264
C 0.739 -4.650 1.501 0.655 0.103 0.764
C 2.098 -4.503 1.193 0.246 -0.076 -0.001
C 3.051 -4.524 2.220 -0.611 0.039 -0.129
C 2.638 -4.675 3.549 0.129 -0.010 0.036
C 1.282 -4.803 3.858 -0.608 0.012 -0.596
C 0.318 -4.774 2.831 0.700 -0.035 0.327
H -2.276 -7.146 0.708 0.167 0.068 0.038
H -1.431 -6.515 2.136 -0.039 -0.085 -0.330
H -0.499 -7.264 0.817 -0.083 0.347 -0.086
H -1.925 -3.224 -1.983 -0.012 -0.048 -0.123
H -3.114 -6.603 -1.583 0.039 0.357 0.238
H -3.959 -5.914 -0.169 0.257 0.124 -0.297
H -3.911 -5.019 -1.707 0.188 -0.291 0.231
H 2.401 -4.379 0.152 -0.035 -0.107 0.347
H 4.108 -4.424 1.978 -0.273 -0.043 0.046
H 3.382 -4.691 4.355 -0.358 -0.029 -0.408
H 0.944 -4.928 4.888 0.191 0.084 -0.315
H -0.739 -4.839 3.060 0.114 0.091 0.140
```
Positions in Å, forces in eV/Å.

Values from the calculation:
E_tot = -165670.9145 eV
HOMO-LUMO gap (spin up / spin down) = 0.295 / 0.176 Eh
ΔE to the lowest compared entry with this formula, charge and spin = 0.0 kJ/mol
<S²> = 6.078
net charge = +3
multiplicity = 5
lowest unoccupied orbital energy (spin up / spin down) = -7.28 / -11.03 eV

Mulliken atomic charge list, values in e, 5 entries: atom 1 (Co): 0.266, atom 2 (P): 0.477, atom 3 (P): 0.854, atom 4 (P): 1.072, atom 5 (H): 0.696

---

[2]
Computed, not measured: C16H26N10O2TeZr as an isolated structure, with wB97M-V/def2-TZVPD.

```
56
Properties=species:S:1:pos:R:3:forces:R:3
Zr 0.036 -0.253 -0.721 0.356 -0.063 -0.029
C -1.877 -3.558 1.797 0.066 -0.034 0.015
C -1.429 -2.295 1.149 -0.009 0.116 -0.070
N -0.359 -2.177 0.453 -0.099 0.132 0.047
C 0.576 -3.296 0.232 -0.047 -0.001 0.045
C 1.611 -2.925 -0.833 0.025 -0.053 -0.058
N 2.049 -1.527 -0.601 -0.196 0.164 0.019
C 3.123 -0.993 -1.495 0.043 -0.042 0.012
C 2.584 0.040 -2.472 -0.075 0.116 -0.063
N 1.704 0.996 -1.745 -0.100 -0.005 0.220
C 0.968 1.954 -2.609 0.049 0.031 0.016
C 0.027 2.799 -1.749 -0.074 0.036 0.010
N -0.712 1.927 -0.822 -0.073 -0.087 0.064
C -1.832 2.245 -0.291 0.005 -0.161 -0.002
C -2.554 3.530 -0.503 0.077 0.078 -0.008
C -2.479 1.165 0.537 -0.044 -0.007 0.060
C -3.734 1.274 1.123 0.094 -0.016 -0.057
C -4.257 0.169 1.780 -0.027 0.012 0.006
C -3.536 -1.016 1.838 0.097 -0.008 -0.050
C -2.285 -1.060 1.237 -0.059 0.023 0.014
N -1.788 0.024 0.630 0.102 0.013 -0.049
H -2.473 -4.134 1.082 -0.010 -0.004 0.000
H -2.491 -3.376 2.675 0.002 0.008 0.011
H -1.028 -4.170 2.093 -0.012 -0.013 -0.013
H 0.034 -4.191 -0.077 0.042 -0.002 -0.001
H 1.068 -3.513 1.186 0.013 -0.019 -0.033
H 1.185 -2.990 -1.834 0.002 -0.016 0.029
H 2.455 -3.617 -0.779 -0.024 0.005 0.035
H 2.408 -1.476 0.348 -0.018 -0.002 -0.009
H 3.603 -1.806 -2.042 -0.020 0.022 -0.012
H 3.877 -0.543 -0.848 0.006 -0.011 -0.024
H 1.982 -0.427 -3.258 0.040 -0.006 0.010
H 3.403 0.573 -2.961 0.035 -0.064 0.025
H 2.268 1.514 -1.072 -0.006 -0.009 -0.017
H 0.418 1.368 -3.353 -0.017 0.017 0.026
H 1.661 2.609 -3.143 -0.045 -0.022 -0.042
H -0.655 3.350 -2.397 0.051 0.006 -0.004
H 0.591 3.526 -1.156 0.011 -0.007 -0.016
H -3.268 3.406 -1.323 -0.012 0.001 0.004
H -1.871 4.335 -0.765 -0.010 -0.007 -0.012
H -3.111 3.832 0.381 0.008 0.001 0.014
H -4.305 2.188 1.053 -0.021 -0.002 0.010
H -5.236 0.227 2.235 -0.009 -0.005 0.004
H -3.952 -1.886 2.323 -0.028 0.005 0.007
O -0.285 -1.341 -2.429 -0.093 0.010 0.017
O -1.461 -0.585 -1.946 -0.019 -0.133 -0.087
N 3.826 1.594 3.072 -0.132 0.072 -0.109
N 2.557 1.307 2.613 0.212 -0.157 0.135
N 1.520 1.300 3.413 -0.039 0.242 0.011
C 0.564 0.869 2.606 0.006 -0.127 0.017
N 1.034 0.601 1.383 -0.013 0.005 -0.048
N 2.332 0.880 1.411 0.063 0.123 -0.084
H 3.741 2.198 3.885 -0.038 -0.096 -0.008
H 4.357 2.048 2.335 -0.048 -0.060 0.017
H -0.459 0.744 2.917 -0.011 -0.005 0.012
Te -0.122 -1.437 -4.563 0.020 0.005 -0.006
```
Positions in Å, forces in eV/Å.

Values from the calculation:
E_tot = -44569.7989 eV
HOMO-LUMO gap = 0.165 Eh
ΔE to the lowest compared entry with this formula, charge and spin = 154.6 kJ/mol
net charge = +2
lowest unoccupied orbital energy = -7.07 eV

Mulliken atomic charge list, values in e, 5 entries: atom 1 (Zr): 0.831, atom 2 (C): -2.061, atom 3 (C): 1.197, atom 4 (N): 0.433, atom 5 (C): -0.935

---

[3]
Computed, not measured: one molecule with the formula C5H5NO, with wB97M-V/def2-TZVPD.

```
12
Properties=species:S:1:pos:R:3:forces:R:3
C 2.863 -0.629 -0.162 -0.591 0.288 0.221
C 1.840 -0.041 0.086 0.570 -0.232 -0.246
C 0.570 0.548 0.499 -0.063 -0.143 0.704
O 0.414 0.903 1.652 0.072 -0.107 -0.527
C -0.563 0.549 -0.475 0.221 0.158 -0.167
C -1.527 -0.568 -0.298 -0.103 -0.360 -0.010
N -1.879 0.790 0.075 -0.070 0.204 0.151
H 3.768 -1.172 -0.314 -0.075 0.118 -0.097
H -0.358 0.954 -1.461 0.027 -0.122 0.029
H -1.298 -1.294 0.479 -0.075 0.126 -0.034
H -2.055 -0.970 -1.160 0.141 0.093 0.092
H -1.775 0.929 1.080 -0.054 -0.024 -0.117
```
Positions in Å, forces in eV/Å.

Values from the calculation:
E_tot = -8800.2402 eV
HOMO-LUMO gap = 0.372 Eh
ΔE to the lowest compared entry with this formula, charge and spin = 306.7 kJ/mol
lowest unoccupied orbital energy = 0.06 eV
SMILES = C#CC(=O)[C@H]1CN1

Mulliken atomic charge list, values in e, 5 entries: atom 1 (C): 0.169, atom 2 (C): -0.378, atom 3 (C): 0.266, atom 4 (O): -0.520, atom 5 (C): -0.065

---

[4]
Computed, not measured: C19H21BrN2O4PPd as an isolated structure, with wB97M-V/def2-TZVPD.

```
49
Properties=species:S:1:pos:R:3:forces:R:3
Pd -0.910 0.743 0.227 -0.424 0.459 -0.179
Br -3.301 1.499 0.767 0.220 0.113 -0.167
C -3.734 1.737 -1.079 -0.018 -0.020 0.058
C -4.916 2.292 -1.450 -0.029 0.018 0.059
C -5.183 2.436 -2.830 -0.005 0.002 -0.058
C -4.278 2.018 -3.763 -0.020 0.009 -0.011
C -3.046 1.431 -3.378 -0.036 0.004 0.079
C -2.088 0.983 -4.318 0.055 -0.008 -0.038
C -0.915 0.418 -3.902 -0.023 0.002 -0.054
C -0.633 0.271 -2.524 -0.060 0.048 0.055
C -1.526 0.729 -1.600 0.207 -0.259 0.218
C -2.762 1.294 -1.996 -0.038 -0.019 0.011
H -5.636 2.621 -0.713 0.017 -0.010 -0.012
H -6.117 2.887 -3.138 0.013 -0.008 0.001
H -4.491 2.135 -4.819 0.010 -0.004 0.025
H -2.298 1.100 -5.374 0.000 -0.010 0.021
H -0.188 0.077 -4.628 -0.010 0.008 0.010
H 0.290 -0.201 -2.206 0.035 -0.003 -0.012
N -1.520 -3.948 -1.303 0.016 -0.054 0.148
C -0.729 -4.202 -0.039 -0.013 0.102 -0.140
P 0.372 -2.706 -0.094 -0.160 -0.247 -0.008
O 1.271 -2.911 -1.260 0.105 0.049 -0.044
O -0.654 -1.611 -0.091 -0.033 0.051 0.231
C 1.406 -2.754 1.413 -0.088 -0.060 -0.061
N 2.516 -1.815 1.152 0.364 -0.423 -0.035
H -1.929 -3.006 -1.219 0.006 0.040 0.010
H -2.240 -4.642 -1.488 -0.055 -0.033 0.004
H -0.865 -3.910 -2.089 0.073 0.004 -0.081
H -0.216 -5.154 -0.140 0.023 0.002 -0.018
H -1.423 -4.211 0.798 -0.012 -0.001 -0.012
H 1.794 -3.764 1.550 -0.061 -0.030 0.038
H 0.857 -2.445 2.300 0.026 0.079 0.003
H 3.198 -1.816 1.906 0.002 0.017 0.026
H 2.076 -0.729 1.034 0.252 0.274 0.420
H 2.988 -2.082 0.288 -0.017 -0.043 -0.081
O 0.243 1.887 2.014 0.118 -0.442 -0.152
C 1.337 1.328 1.858 -0.169 -0.158 0.118
O 1.457 0.366 0.995 -0.195 0.559 -0.342
C 2.528 1.717 2.665 -0.022 0.015 0.011
C 3.809 1.304 2.308 -0.015 -0.013 -0.087
C 4.900 1.666 3.082 0.005 0.010 -0.003
C 4.713 2.443 4.217 -0.010 -0.003 0.001
C 3.438 2.867 4.570 0.011 -0.001 0.007
C 2.348 2.510 3.794 -0.035 -0.011 0.016
H 3.954 0.742 1.392 0.000 0.005 0.042
H 5.898 1.361 2.793 -0.021 0.000 0.002
H 5.564 2.728 4.822 -0.011 -0.002 -0.008
H 3.297 3.481 5.450 -0.002 -0.007 -0.009
H 1.348 2.835 4.048 0.022 0.000 -0.001
```
Positions in Å, forces in eV/Å.

Values from the calculation:
E_tot = -114021.0265 eV
HOMO-LUMO gap = 0.275 Eh
ΔE to the lowest compared entry with this formula, charge and spin = 69.7 kJ/mol
net charge = +1
lowest unoccupied orbital energy = -3.11 eV

Mulliken atomic charge list, values in e, 5 entries: atom 1 (Pd): -0.182, atom 2 (Br): -0.039, atom 3 (C): 0.509, atom 4 (C): -0.524, atom 5 (C): -0.520

---

Values for max |F|, Eh/bohr, ordered as above
0.079, 0.007, 0.014, 0.013